Below is C18H18AlCl6N3O5S2 as an isolated structure, with properties calculated with ωB97M-V/def2-TZVPD.

relative energy (zero: lowest compared OMol25 entry of this formula, charge and spin)	6.44	kcal per mole
DFT total energy	-5037.03444	Ha
E_LUMO	0.14	eV
orbital gap	8.6	eV

CARTESIAN COORDINATES (ANGSTROEM)
Al1 -0.701 -0.342 0.950
Cl1 4.188 -0.782 6.376
C1 3.222 -0.608 4.962
C2 1.835 -0.519 5.066
Cl2 1.077 -0.600 6.605
C3 1.063 -0.361 3.926
Cl3 -0.657 -0.278 4.045
C4 1.640 -0.290 2.641
O1 0.946 -0.108 1.551
C5 3.033 -0.401 2.564
Cl4 3.746 -0.367 0.996
C6 3.816 -0.553 3.704
Cl5 5.523 -0.674 3.557
C7 -2.004 -1.449 -4.049
C8 -0.766 -0.622 -3.670
C9 -0.850 0.755 -4.342
C10 0.501 -1.350 -4.137
C11 -0.730 -0.471 -2.204
C12 -0.692 -0.437 -0.993
H1 -1.995 -1.668 -5.120
H2 -2.919 -0.899 -3.816
H3 -2.019 -2.390 -3.497
H4 -0.950 0.638 -5.423
H5 0.052 1.345 -4.153
H6 -1.717 1.311 -3.977
H7 0.477 -1.484 -5.221
H8 0.574 -2.330 -3.664
H9 1.396 -0.780 -3.878
S1 -0.965 2.258 0.995
C13 0.474 2.585 0.157
N1 0.583 2.582 -1.172
C14 1.972 2.711 -1.613
C15 2.713 3.035 -0.298
N2 1.643 2.931 0.697
H10 -0.102 2.065 -1.702
H11 2.070 3.508 -2.345
H12 2.322 1.780 -2.059
H13 3.134 4.039 -0.303
H14 3.506 2.323 -0.086
H15 1.816 2.804 1.679
O2 -1.886 -4.094 2.004
Cl6 -1.020 -3.499 1.048
O3 0.253 -4.120 0.997
O4 -1.628 -3.411 -0.244
O5 -0.787 -2.083 1.545
S2 -5.139 -0.620 0.776
C16 -4.788 0.538 1.988
C17 -3.451 0.653 2.138
N3 -2.713 -0.167 1.311
C18 -3.486 -0.891 0.536
H16 -5.567 1.064 2.517
H17 -2.939 1.321 2.816
H18 -3.104 -1.602 -0.186